# 1
C25H18F2IN3O2Ru | wB97M-V/def2-TZVPD

F_max = 2.19 eV/Å
HOMO (spin up / spin down) = -14.043 / -14.123 eV
calculated total energy = -50878.987 eV
energy above the lowest of the compared OMol25 structures with the same formula, charge and spin = 473.04 kJ/mol

```
! wB97M-V def2-TZVPD RIJCOSX def2/J DEFGRID3
* xyz 2 1
Ru -0.2532 0.0455 -0.4675
C -5.3139 -0.4836 -0.7202
C -4.7437 -0.1920 0.6111
N -5.4924 -0.1659 1.6575
C -4.9902 0.1790 2.8521
C -3.6433 0.4209 3.1240
C -3.2766 0.7745 4.5628
O -2.2980 1.7855 4.6872
C -2.7094 0.2746 2.0933
C -1.3172 0.3109 2.4311
N -0.2455 0.3457 1.6875
C 0.9911 0.5844 2.3105
C 1.0788 0.9872 3.6595
C 2.2855 1.2344 4.2778
C 3.4711 1.1196 3.5676
C 3.4273 0.7630 2.2248
C 2.2152 0.5025 1.6260
I 2.3453 0.0160 -0.4716
C -3.2235 0.0172 0.6906
O -2.3871 1.0740 -1.5104
H -6.3907 -0.3360 -0.7033
H -5.1208 -1.5283 -0.9852
H -4.8561 0.1320 -1.4965
H -5.7312 0.2642 3.6413
H -2.8805 -0.1223 5.0491
H -4.1878 1.0481 5.0963
H -2.7128 2.6520 4.7565
H -1.1484 0.3470 3.4943
H 0.1773 1.1492 4.2346
H 2.2954 1.5348 5.3163
H 4.4241 1.3161 4.0396
H 4.3445 0.7020 1.6557
F -1.5765 5.2315 -0.6683
C -1.9223 3.9567 -0.5618
C -1.0011 2.9854 -0.6596
C -1.4621 1.6099 -0.5860
C -2.8722 1.2556 -0.1796
C -3.7235 2.4522 -0.0204
F -4.9744 2.2531 0.4360
C -3.3054 3.6961 -0.2685
C -2.6645 -1.3701 0.3242
C -3.1829 -2.4884 0.9717
C -2.6690 -3.7406 0.6813
C -1.6502 -3.8598 -0.2541
C -1.1812 -2.7076 -0.8491
N -1.6790 -1.4965 -0.5563
H 0.0454 3.2186 -0.7964
H -3.9916 4.5286 -0.1804
H -3.9891 -2.3936 1.6885
H -3.0675 -4.6178 1.1735
H -1.2224 -4.8190 -0.5068
H -0.3988 -2.7301 -1.5989
*
```

---

# 2
C25H18HoIN6O9 | wB97M-V/def2-TZVPD

F_max = 4.06 eV/Å
HOMO (spin up / spin down) = -8.277 / -8.280 eV
calculated total energy = -87480.887 eV

```
! wB97M-V def2-TZVPD RIJCOSX def2/J DEFGRID3
* xyz 0 5
Ho -0.7051 -0.3478 0.4030
O -4.0905 -2.4286 1.9547
C -2.9947 -2.3279 1.3967
O -2.1243 -1.3420 1.5481
C -2.5874 -3.5219 0.6271
C -3.2966 -4.7308 0.6205
C -2.7503 -5.9375 0.1726
C -1.4774 -5.9804 -0.4575
C -0.7452 -4.8680 -0.2560
C -1.3365 -3.5688 -0.0823
O -0.9326 -2.4849 -0.5682
N 0.6916 -4.9304 -0.2647
O 1.3238 -3.9097 0.0934
O 1.1725 -6.0065 -0.6104
N -3.7331 -6.9825 0.0670
O -4.8237 -6.7488 0.7268
O -3.5277 -7.9015 -0.6994
H -4.2915 -4.7605 1.0904
H -1.0053 -6.9534 -0.6563
N 5.0891 8.1318 -1.0477
C 4.5657 7.1330 -0.7599
C 4.0137 5.9466 -0.3009
C 3.3902 5.8818 0.9865
C 2.7224 4.7146 1.3385
C 2.6134 3.6756 0.4118
C 3.3256 3.7304 -0.8016
C 4.0470 4.8425 -1.1879
C 1.8067 2.4430 0.6756
C 2.2293 1.2108 0.1916
C 3.6283 0.7155 0.2218
C 3.6446 -0.5604 -0.3306
C 2.3656 -0.8190 -0.7569
N 1.4611 0.1564 -0.3645
C 0.4519 2.5782 1.2340
C -0.2377 3.7919 1.5769
C -1.4764 3.4059 2.1913
C -1.4996 1.9921 2.1373
N -0.3555 1.4940 1.6076
H 3.4790 6.7866 1.6350
H 2.2006 4.5801 2.3027
H 3.0722 2.8985 -1.4797
H 4.4086 4.8938 -2.2198
H 4.4318 1.2899 0.7860
H 4.4521 -1.3095 -0.3385
H 2.0107 -1.7090 -1.1197
H 0.1741 4.7817 1.5914
H -2.2861 4.0184 2.6579
H -2.2306 1.3757 2.5888
O 0.8831 -1.6026 1.9278
H 0.6928 -1.8992 2.8293
H 1.0062 -2.4523 1.4346
N -1.9259 1.1769 -3.1851
C -2.6257 0.5280 -2.2552
O -2.1495 0.2834 -1.1064
C -4.0214 0.0306 -2.5142
I -4.0978 -1.3477 -4.3288
H -1.0047 1.5537 -2.9385
H -2.0727 0.9707 -4.1848
H -4.6966 0.8996 -2.5955
H -4.2512 -0.4800 -1.6156
*
```

---

# 3
C25H18MnN3OS2 | wB97M-V/def2-TZVPD

F_max = 1.99 eV/Å
HOMO (spin up / spin down) = -2.642 / -4.061 eV
calculated total energy = -85728.094 eV
energy above the lowest of the compared OMol25 structures with the same formula, charge and spin = 0.00 kJ/mol

```
! wB97M-V def2-TZVPD RIJCOSX def2/J DEFGRID3
* xyz -1 6
Mn -1.0155 0.4990 -0.7124
S 1.0447 1.2731 0.9728
C 0.9507 2.4987 -0.2242
C 1.7695 3.6517 -0.2605
C 1.5939 4.5822 -1.2539
C 0.6086 4.3868 -2.2281
C -0.1529 3.2420 -2.1440
N 0.0109 2.3325 -1.1813
H 2.5198 3.7710 0.5090
H 2.2171 5.4693 -1.2823
H 0.4408 5.1023 -3.0213
H -0.9378 3.0216 -2.8607
O 0.2807 -0.5231 -1.8539
N 0.3779 -0.4535 -3.1660
C 1.5746 -0.7751 -3.7008
C 1.7874 -0.7522 -5.0510
C 0.7271 -0.3779 -5.8834
C -0.4794 -0.0454 -5.3263
C -0.6969 -0.0702 -3.9297
S -2.1645 0.3481 -3.1862
H 2.3210 -1.0400 -2.9681
H 2.7592 -1.0153 -5.4422
H 0.8600 -0.3482 -6.9574
H -1.3186 0.2519 -5.9380
C -4.0633 3.3521 0.7836
C -5.0595 2.4609 1.1707
C -4.8397 1.0995 1.0598
C -3.6326 0.6268 0.5354
C -2.6218 1.5091 0.1054
C -2.8574 2.8722 0.2795
C -3.3243 -0.8007 0.4019
C -4.2847 -1.8264 0.4362
C -3.9182 -3.1323 0.2964
C -2.5452 -3.4552 0.1630
C -2.0732 -4.7766 0.0621
C -0.7282 -5.0392 -0.0170
C 0.1907 -3.9789 0.0143
C -0.2424 -2.6780 0.1033
C -1.6173 -2.3842 0.1583
N -2.0159 -1.0742 0.2329
H -4.2280 4.4216 0.8705
H -5.9973 2.8273 1.5724
H -5.6012 0.4064 1.4064
H -2.0929 3.5937 0.0065
H -5.3280 -1.5660 0.5552
H -4.6558 -3.9260 0.2942
H -2.7930 -5.5881 0.0499
H -0.3796 -6.0615 -0.0944
H 1.2531 -4.1831 -0.0292
H 0.4628 -1.8573 0.1321
*
```

---

# 4
C25H19As2ClF7Ir | wB97M-V/def2-TZVPD

F_max = 0.58 eV/Å
HOMO (spin up / spin down) = -12.020 / -12.020 eV
calculated total energy = -182288.251 eV
energy above the lowest of the compared OMol25 structures with the same formula, charge and spin = 180.17 kJ/mol

```
! wB97M-V def2-TZVPD RIJCOSX def2/J DEFGRID3
* xyz 1 2
Ir 0.0179 0.2070 -0.4983
Cl 2.1257 -0.4575 0.5458
C 1.6658 -0.7531 -1.1495
H 1.5039 -1.8073 -1.3583
H 2.3150 -0.2220 -1.8384
F 1.2989 6.1319 0.0037
C 1.0214 4.8325 -0.1142
C 1.0823 4.2513 -1.3693
C 0.7506 2.9135 -1.4982
C 0.4193 2.1669 -0.3691
C 0.3962 2.7671 0.8875
C 0.6835 4.1156 1.0196
H 1.3704 4.8494 -2.2231
H 0.7679 2.4575 -2.4807
H 0.1419 2.1938 1.7717
H 0.6590 4.6088 1.9813
F -0.5375 -1.7530 0.1850
As -1.4388 -3.4703 0.1351
F -2.1958 -2.9229 1.5730
F -0.0899 -4.0263 1.0143
F -2.2225 -4.9612 0.0585
F -0.5577 -3.6501 -1.3426
F -2.6635 -2.6397 -0.7716
C -6.6819 -1.6441 0.1908
C -5.9924 -1.5809 1.3918
C -4.7581 -0.9489 1.4496
C -4.2398 -0.3750 0.2974
C -4.9177 -0.4373 -0.9126
C -6.1457 -1.0761 -0.9582
As -2.5591 0.5684 0.4574
C -3.0100 2.4426 0.2836
C -3.5169 3.2440 1.2925
C -3.7378 4.5907 1.0365
C -3.4343 5.1266 -0.2101
C -2.9214 4.3239 -1.2156
C -2.7127 2.9688 -0.9766
C -2.1707 2.0072 -1.9428
C -1.8770 2.2499 -3.2596
C -1.3353 1.2350 -4.0698
C -1.1231 -0.0310 -3.5838
C -1.4681 -0.3414 -2.2501
C -1.9712 0.6901 -1.4122
H -7.6394 -2.1452 0.1451
H -6.4046 -2.0348 2.2826
H -4.2019 -0.9315 2.3782
H -4.5048 0.0028 -1.8117
H -6.6827 -1.1355 -1.8954
H -3.7452 2.8333 2.2681
H -4.1433 5.2261 1.8122
H -3.6009 6.1788 -0.3967
H -2.6860 4.7572 -2.1795
H -2.0549 3.2281 -3.6875
H -1.1087 1.4557 -5.1050
H -0.7613 -0.8204 -4.2285
H -1.5226 -1.3794 -1.9510
*
```

---

# 5
C25H19AuF9N3OP | wB97M-V/def2-TZVPD

F_max = 0.63 eV/Å
HOMO = -12.213 eV
calculated total energy = -70188.126 eV

```
! wB97M-V def2-TZVPD RIJCOSX def2/J DEFGRID3
* xyz 1 1
Au -1.8084 0.3299 0.4415
C -4.6488 -0.8422 5.1197
N -4.1584 -0.0560 4.0034
C -3.7842 1.3470 4.0837
C -3.0955 1.5567 2.7441
O -2.5048 2.5361 2.3824
N -3.2656 0.3885 1.9885
C -3.8705 -0.5042 2.7827
N -4.1500 -1.7446 2.3745
H -4.2248 -0.4425 6.0384
H -4.3189 -1.8758 5.0257
H -5.7365 -0.8108 5.1939
H -3.1274 1.5615 4.9256
H -4.6622 1.9944 4.1438
H -4.0064 -1.9671 1.4041
H -4.7640 -2.3380 2.9037
F 3.2989 5.2717 -3.6515
C 2.1802 5.4119 -2.9309
F 1.2558 5.9805 -3.7213
F 2.4389 6.2736 -1.9372
C 1.6862 4.0908 -2.3932
C 0.7323 4.0957 -1.3852
C 0.2433 2.8956 -0.8982
C 0.7161 1.6922 -1.4184
C 1.6678 1.6970 -2.4362
C 2.1555 2.8991 -2.9237
P 0.1206 0.1361 -0.7287
C 1.3753 -0.4054 0.4680
C 2.6756 0.0947 0.4279
C 3.5958 -0.2817 1.3923
C 3.2199 -1.1592 2.3985
C 1.9382 -1.6859 2.4322
C 1.0185 -1.3054 1.4691
C 4.2095 -1.4885 3.4884
F 3.8541 -2.5844 4.1712
F 5.4360 -1.6946 2.9910
F 4.2992 -0.4782 4.3681
C 0.1641 -1.0593 -2.0837
C -0.6217 -0.7998 -3.2069
C -0.7095 -1.7323 -4.2242
C -0.0179 -2.9320 -4.1133
C 0.7705 -3.1945 -3.0051
C 0.8615 -2.2575 -1.9856
C -0.1687 -3.9927 -5.1755
F -0.5681 -3.4756 -6.3435
F 0.9842 -4.6425 -5.3855
F -1.0814 -4.9083 -4.8084
H 0.3730 5.0337 -0.9836
H -0.4970 2.8982 -0.1060
H 2.0234 0.7650 -2.8579
H 2.8967 2.9095 -3.7103
H 2.9755 0.7876 -0.3458
H 4.6050 0.1066 1.3610
H 1.6619 -2.3869 3.2071
H 0.0202 -1.7269 1.4894
H -1.1607 0.1368 -3.2926
H -1.3096 -1.5310 -5.1005
H 1.3199 -4.1239 -2.9399
H 1.4874 -2.4624 -1.1270
*
```

---

# 6
C25H19BrFIN7O6S2V | wB97M-V/def2-TZVPD

F_max = 2.20 eV/Å
HOMO (spin up / spin down) = -3.469 / -5.154 eV
calculated total energy = -177174.203 eV
energy above the lowest of the compared OMol25 structures with the same formula, charge and spin = 74.57 kJ/mol

```
! wB97M-V def2-TZVPD RIJCOSX def2/J DEFGRID3
* xyz -1 4
V -0.1810 -0.1472 -0.2672
C -4.0663 -0.8133 3.4703
S -2.3452 -1.0359 3.9555
C -1.4593 -0.6515 2.4640
S -2.2382 0.1664 1.1261
N -0.2142 -0.9793 2.5742
N 0.5434 -0.6775 1.4393
C 1.8379 -0.9791 1.4713
C 2.5502 -0.7403 0.2692
C 3.9381 -0.9229 0.0954
C 4.5157 -0.6216 -1.1052
C 3.7185 -0.1143 -2.1579
C 2.3767 0.0340 -1.9393
N 1.7745 -0.2879 -0.7788
H -4.6563 -1.2507 4.2781
H -4.2619 -1.3417 2.5399
H -4.3134 0.2388 3.3527
H 2.2828 -1.4144 2.3563
H 4.5249 -1.2909 0.9297
H 5.5806 -0.7631 -1.2476
H 4.1461 0.1514 -3.1156
H 1.7277 0.4229 -2.7159
Br -0.7593 2.5292 -3.0307
C -1.8533 1.0017 -2.8661
C -3.0285 0.9894 -3.5986
C -3.7898 -0.1605 -3.5977
C -3.3416 -1.2630 -2.8922
C -2.1847 -1.1495 -2.1663
N -1.4420 -0.0204 -2.1133
C -1.6360 -2.3079 -1.3471
O -2.0450 -3.4334 -1.5262
O -0.7263 -1.9078 -0.5356
H -3.3158 1.8652 -4.1616
H -4.7138 -0.1959 -4.1625
H -3.8653 -2.2087 -2.8751
I 1.1896 -4.3472 0.2375
C 1.8103 -4.1171 -1.7608
C 2.6028 -5.1299 -2.3082
C 3.0141 -4.9943 -3.6213
C 2.6401 -3.8639 -4.3357
C 1.8778 -2.9111 -3.6875
N 1.4682 -3.0312 -2.4190
H 2.8809 -5.9877 -1.7115
H 3.6248 -5.7631 -4.0816
H 2.9340 -3.7260 -5.3681
H 1.5751 -2.0011 -4.1974
F -3.5086 4.2292 4.1263
C -2.1772 4.3044 3.9766
C -1.5267 3.4624 3.1776
N -0.1573 3.5008 3.0171
C 0.4524 2.5883 2.0515
C -0.1620 2.7498 0.6731
O -0.7894 3.7557 0.3920
O 0.0503 1.7421 -0.1104
C 0.6131 4.4444 3.6535
O 1.8219 4.5405 3.5402
N -0.1075 5.2994 4.4716
C -1.4795 5.3273 4.7216
O -1.9635 6.1377 5.4873
H -2.0536 2.6963 2.6183
H 0.3379 1.5628 2.3920
H 1.5099 2.8211 1.9871
H 0.4422 5.9900 4.9564
*
```

---

# 7
C25H19F2 | wB97M-V/def2-TZVPD

F_max = 2.22 eV/Å
HOMO = -10.138 eV
calculated total energy = -31657.890 eV

```
! wB97M-V def2-TZVPD RIJCOSX def2/J DEFGRID3
* xyz 1 1
F -3.3632 3.8221 -1.4934
C -3.4821 2.4711 -1.2642
C -4.7508 1.8974 -1.3129
C -4.8599 0.5159 -1.0814
C -3.7317 -0.2468 -0.8320
C -2.4302 0.3347 -0.8341
C -1.3210 -0.5445 -0.6938
C -0.0031 -0.3110 -1.0978
C 0.4688 0.8768 -1.6130
C 1.7645 1.5006 -1.7859
C 2.6702 1.6883 -0.7193
C 3.8620 2.3559 -0.9314
F 4.7427 2.4713 0.1208
C 4.1933 2.9371 -2.1509
C 3.2782 2.8009 -3.2063
C 2.0956 2.0940 -3.0365
C -2.3315 1.7474 -0.9806
H -5.6238 2.5138 -1.5049
H -5.8397 0.0401 -1.0999
H -3.8097 -1.3218 -0.6552
H -1.5462 -1.5238 -0.2648
H 0.6543 -1.1826 -1.0818
H -0.2811 1.3975 -2.2322
H 2.4009 1.3414 0.2674
H 5.1256 3.4818 -2.2655
H 3.5013 3.2594 -4.1690
H 1.3865 1.9930 -3.8606
H -1.3745 2.2527 -0.8758
C 1.7536 -0.6985 1.0454
C 2.0194 0.1644 2.1467
C 1.2273 -0.2503 3.2387
C 0.5375 -1.4576 2.8929
C 0.9426 -1.7937 1.5217
C 0.7487 -2.9928 0.8499
C -0.0643 -4.0538 1.2231
C -0.8770 -4.1767 2.3454
C -1.0137 -3.3256 3.4409
C -0.3405 -2.1472 3.7217
H 2.2773 -0.7088 0.0941
H 2.7184 0.9971 2.1783
H 1.1542 0.2354 4.2098
H 1.3353 -3.1282 -0.0644
H -0.0865 -4.8920 0.5189
H -1.4812 -5.0888 2.3834
H -1.7157 -3.6589 4.2115
H -0.5306 -1.6866 4.6970
*
```

---

# 8
C25H19FN6O2 | wB97M-V/def2-TZVPD

F_max = 0.99 eV/Å
HOMO = -8.166 eV
calculated total energy = -41988.046 eV

```
! wB97M-V def2-TZVPD RIJCOSX def2/J DEFGRID3
* xyz 0 1
H -1.3745 -0.8608 -3.1543
N -0.6371 -0.2021 -2.9228
C 0.1016 -0.5785 -1.9592
C -0.0579 -1.7732 -1.1271
C -1.3858 -2.4412 -1.2270
O -1.9541 -2.6665 -2.2779
N -1.9485 -2.7007 -0.0166
C -3.3786 -2.8713 0.1151
C -4.0341 -1.5917 0.5809
C -3.6201 -0.3681 0.0640
C -4.1827 0.8190 0.4953
C -5.1799 0.7622 1.4519
F -5.7361 1.9103 1.8939
C -5.6242 -0.4383 1.9757
C -5.0403 -1.6138 1.5378
C 0.9048 -2.1427 -0.2526
C 2.0689 -1.3446 -0.0875
C 3.1049 -1.7452 0.8056
O 3.1621 -2.7700 1.4560
N 4.1739 -0.7855 0.9206
C 5.2196 -1.1000 1.7296
C 6.2614 -0.2519 1.9126
C 6.2561 0.9935 1.2463
C 5.2129 1.3156 0.4358
C 4.1292 0.4169 0.2463
N 3.1471 0.7579 -0.5489
C 2.1355 -0.1053 -0.7466
N 1.1675 0.2573 -1.6102
C 1.1523 1.6075 -2.1614
C 0.3127 2.4632 -1.2516
C 0.8802 3.1802 -0.2055
C 0.0529 3.8754 0.6618
C -1.3172 3.8062 0.4609
N -1.8685 3.1256 -0.5301
C -1.0755 2.4814 -1.3672
H -1.4573 -2.3989 0.8112
H -3.5917 -3.6877 0.8105
H -3.7474 -3.1462 -0.8789
H -2.8489 -0.3341 -0.6913
H -3.8484 1.7674 0.1026
H -6.4077 -0.4436 2.7169
H -5.3737 -2.5574 1.9439
H 0.8295 -3.0432 0.3401
H 5.1370 -2.0698 2.2002
H 7.0783 -0.5281 2.5574
H 7.0784 1.6779 1.3847
H 5.1617 2.2499 -0.0980
H 0.7058 1.5390 -3.1542
H 2.1797 1.9672 -2.2034
H 1.9532 3.1836 -0.0746
H 0.4607 4.4485 1.4805
H -2.0084 4.3144 1.1206
H -1.5629 1.9407 -2.1675
*
```

---

# 9
C25H19FO6S | wB97M-V/def2-TZVPD

F_max = 3.15 eV/Å
HOMO = -8.956 eV
calculated total energy = -52067.876 eV

```
! wB97M-V def2-TZVPD RIJCOSX def2/J DEFGRID3
* xyz 0 1
C 1.3633 -4.6521 -0.5398
C 2.1972 -3.4827 -1.1623
C 3.6394 -3.4516 -0.8749
C 4.5173 -2.4124 -1.3708
C 3.9184 -1.3844 -2.2290
C 2.5021 -1.4144 -2.5117
C 1.5835 -2.4497 -1.9944
C 0.0378 -2.4104 -2.2943
C -0.5672 -1.3815 -1.2550
C -1.4262 -1.7850 -0.1528
C -1.9107 -0.7615 0.7972
C -2.8031 -1.1117 2.0341
C -4.3562 -0.8571 1.7945
C -4.6516 -0.5014 0.3020
O -4.9095 0.6425 0.0191
O -4.6409 -1.4756 -0.6794
C -1.5234 0.6238 0.6085
C -0.6788 0.9961 -0.5261
C -0.1857 0.0319 -1.4772
C -0.2663 2.4948 -0.6866
O -0.2497 3.0512 -1.7504
C 0.0877 3.2031 0.6707
C -0.7790 2.8381 1.8073
C -0.4982 3.4455 3.0935
C 0.6359 4.3819 3.1926
C 1.4851 4.7320 2.0776
C 1.2036 4.1217 0.7756
S 2.2520 4.4771 -0.6647
O 3.5126 4.9581 -0.1257
O 1.6508 5.3559 -1.6300
F 2.5829 3.0005 -1.3126
C -1.9264 1.7923 1.5658
O -3.0118 1.9022 2.0712
H 1.1146 -4.3963 0.5208
H 0.4544 -4.9079 -1.1362
H 2.0513 -5.5443 -0.5201
H 4.1111 -4.2296 -0.2214
H 5.6041 -2.3342 -1.1613
H 4.5193 -0.5427 -2.6545
H 2.0974 -0.5930 -3.1549
H -0.1777 -2.1059 -3.3493
H -0.4339 -3.4090 -2.1373
H -1.7102 -2.8502 0.0013
H -2.5596 -2.1606 2.3472
H -2.4346 -0.4515 2.8687
H -4.6417 0.0270 2.4140
H -4.8948 -1.7863 2.1180
H -4.4047 -1.0055 -1.5037
H 0.4464 0.3714 -2.3209
H -1.1212 3.1735 3.9800
H 0.8446 4.8046 4.2009
H 2.3504 5.4235 2.1368
*
```

---

> Among the records above, which one has the highest F_max?

C25H18HoIN6O9

---

> Which of these has the highest calculated total energy?

C25H19F2